1.
Here is a 2-piece molecular cluster, CH7NS2 overall from OMol25. Energies are from the ωB97M-V functional and the def2-TZVPD basis.

The geometry in ORCA input format:
```
! wB97M-V def2-TZVPD RIJCOSX def2/J DEFGRID3
* xyz 0 1
C -1.7969 -0.8761 -1.2639
S -0.2568 -0.0137 -1.6828
S -0.6467 1.8303 -0.8240
H -2.6216 -0.2431 -1.5476
H -1.8307 -1.8349 -1.7658
H -1.8521 -1.0676 -0.1943
H -0.1477 1.5197 0.3845
N 2.0493 0.1389 1.7640
H 2.5921 -0.1131 2.5740
H 2.2078 1.1254 1.5606
H 2.3031 -0.4659 0.9952
*
```

The structure (SMILES) is CSS.N. The value obtained for the LUMO energy is 0.618 eV. The value obtained for the relative energy (zero: lowest compared OMol25 entry of this formula, charge and spin) is 2.4 kJ/mol. The calculation puts the highest occupied orbital energy at -9.071 eV.

***

2.
Here is an isolated ion of composition C4H11N2O2 and charge +1 at a distorted geometry from OMol25. Energies are from the ωB97M-V functional and the def2-TZVPD basis.

The geometry in ORCA input format:
```
! wB97M-V def2-TZVPD RIJCOSX def2/J DEFGRID3
* xyz 1 1
N 1.5323 -1.3432 0.3816
C 1.7500 0.0785 0.6938
C 1.4095 0.9031 -0.4877
N 0.0289 0.4160 -0.8318
C -1.1645 0.7300 0.0612
C -2.2621 -0.1151 -0.0296
O -2.2769 -0.9005 -1.1006
O -3.3071 -0.0823 0.7888
H 2.5177 -1.6733 -0.0120
H 1.4202 -1.8233 1.2452
H 2.8630 0.2320 1.0668
H 1.1381 0.3953 1.5407
H 1.4421 1.9624 -0.3662
H 2.1006 0.8643 -1.4443
H -0.3672 0.5041 -1.8331
H 0.2314 -0.6100 -0.8504
H -0.8514 1.2561 1.0194
H -3.0912 -1.3412 -1.3270
H -3.1134 0.5472 1.4850
*
```

The structure (SMILES) is NCC[NH2+]C=C(O)O. The value obtained for the LUMO energy is -2.801 eV. The value obtained for the relative energy (zero: lowest compared OMol25 entry of this formula, charge and spin) is 250.9 kJ/mol. The calculation puts the highest occupied orbital energy at -13.101 eV.

***

3.
Here is an isolated ion of composition C3H3O3S and charge -1 at a distorted geometry from OMol25. Energies are from the ωB97M-V functional and the def2-TZVPD basis.

The geometry in ORCA input format:
```
! wB97M-V def2-TZVPD RIJCOSX def2/J DEFGRID3
* xyz -1 1
C 0.7245 -1.0115 0.1254
C -1.9327 0.6490 -0.1668
C 0.5787 0.4160 0.1846
O 2.0015 -1.3458 -0.0313
O -0.2136 -1.8482 0.2891
O -0.6169 1.0155 0.0693
S 1.9395 1.3928 0.2464
H -2.7153 1.4308 -0.3533
H -2.2713 -0.2784 -0.3079
H 2.5057 -0.4202 -0.0553
*
```

The value obtained for the LUMO energy (alpha / beta) is 3.654 / 3.684 eV. The value obtained for the relative energy (zero: lowest compared OMol25 entry of this formula, charge and spin) is 237.6 kJ/mol. The calculation puts the highest occupied orbital energy (alpha / beta) at -3.355 / -2.376 eV.